No. 1
126
Properties=species:S:1:pos:R:3:forces:R:3 method="wB97M-V/def2-TZVPD" charge=-2 gap_ev=2.75 total_energy_ha=-7834.1996 e_homo_ev=0.64 de_lowest_kj_mol=168.57
C 4.113 3.040 4.142 0.05 0.00 -0.01
C -3.212 -3.044 -1.349 0.12 -0.06 0.08
C -0.805 -5.208 -1.716 -0.06 -0.04 -0.03
H 3.002 0.069 4.644 0.00 0.00 -0.01
H 0.213 -0.449 -3.001 0.11 -0.02 0.02
H -1.854 -8.274 0.967 0.00 -0.01 0.00
N -2.563 0.230 1.766 -1.54 0.57 1.25
P -3.840 0.487 2.569 0.04 0.01 -0.02
C -1.972 -7.265 0.567 0.00 0.02 0.00
C 0.233 3.209 -3.903 0.03 0.05 0.01
H -7.097 0.308 2.186 0.00 0.00 0.00
H 2.390 1.961 -1.930 -0.02 -0.02 -0.02
C 2.299 4.721 0.400 -0.01 0.02 0.04
H 5.047 0.583 -1.053 0.03 -0.01 0.01
C 2.165 0.767 4.578 -0.01 -0.02 0.01
C 4.758 -0.372 -0.606 0.00 0.02 -0.05
H 5.338 3.785 1.386 0.01 0.03 0.01
C 1.176 3.479 3.634 -0.02 0.00 -0.03
H 2.875 3.602 -2.389 0.01 0.01 -0.01
H -6.499 -0.388 4.136 0.01 -0.01 0.01
As 2.455 1.400 1.264 0.11 -0.02 -0.03
H -2.096 6.214 -0.599 0.00 0.01 0.01
H 2.821 -2.192 1.076 0.03 0.00 -0.01
H 4.085 2.327 -2.187 0.01 0.00 0.00
H 3.820 3.643 5.008 0.02 -0.01 0.03
H -1.160 -6.646 0.950 0.00 0.00 0.00
H -3.023 -3.297 -0.309 0.03 -0.01 -0.01
N -3.258 -1.749 -1.634 -0.03 0.00 -0.03
C -4.822 2.729 1.238 -0.01 -0.01 0.01
N -1.296 4.890 -1.944 -0.02 0.01 0.02
H 0.618 -4.759 -3.226 0.03 -0.01 0.02
C -5.252 0.575 0.163 0.01 -0.02 -0.02
H -6.732 1.794 3.067 0.00 -0.01 -0.01
H 6.459 -0.421 2.157 0.01 0.00 -0.01
H 0.302 3.191 3.047 0.00 -0.02 0.01
Se 1.405 -2.117 -1.487 0.81 -0.78 -0.75
H -2.915 -6.856 0.932 0.00 0.00 0.00
C -3.651 -3.679 -3.596 0.01 0.00 0.00
H -6.172 -1.516 1.847 0.02 0.00 0.00
H 4.848 2.305 4.472 0.02 0.00 -0.01
H -0.880 -4.149 -1.468 0.01 -0.02 -0.04
H -5.359 -2.949 2.469 -0.02 0.00 0.02
H -4.535 -1.906 1.297 0.02 0.01 0.00
C 5.671 0.336 2.226 0.01 0.04 0.04
H -3.781 2.751 0.909 0.01 -0.01 -0.01
H -3.812 -4.438 -4.352 0.01 0.01 -0.01
H -2.576 -1.868 3.141 -0.01 -0.01 -0.01
H 1.283 4.460 0.693 -0.03 -0.02 -0.03
H -5.710 1.230 -0.588 -0.03 0.00 0.00
C -3.693 -2.330 -3.909 0.01 0.01 -0.01
C -0.282 -5.370 -3.131 0.08 0.07 0.03
H 3.927 -0.811 -1.177 -0.01 0.00 -0.02
C 3.528 -1.796 1.820 -0.11 -0.06 0.03
C -5.644 -0.997 4.432 -0.01 -0.02 0.01
C -0.888 3.658 -1.701 0.00 -0.03 -0.04
N -1.008 3.266 -0.401 -0.05 0.04 0.04
N -0.385 1.454 -2.427 -0.02 -0.07 0.02
H -2.317 1.622 5.827 -0.01 0.01 0.01
C 5.124 3.641 0.327 0.04 0.00 0.03
C 0.201 0.612 -3.270 -0.06 -0.02 -0.10
H 1.301 0.214 4.202 -0.02 0.02 0.01
C -4.594 -1.117 3.326 0.00 -0.02 -0.03
H -1.927 2.362 2.808 -0.01 -0.01 0.00
C -2.615 2.798 3.539 0.01 -0.01 0.01
H 4.603 3.700 3.426 -0.03 0.04 -0.02
C -4.753 2.333 4.761 -0.01 0.02 0.00
N 0.822 2.374 -4.762 0.03 -0.04 -0.03
C -5.204 -1.909 2.159 0.00 0.00 0.02
C -3.372 -4.054 -2.292 0.06 0.06 -0.11
N -1.703 5.299 -0.722 0.01 0.00 -0.05
H -1.790 4.404 1.221 0.00 0.00 0.01
H -4.939 3.382 2.104 0.00 0.00 -0.01
C -1.529 4.315 0.178 0.03 -0.02 0.04
H -3.345 0.201 5.654 0.00 0.01 0.00
H -1.916 0.385 4.620 0.01 0.01 -0.01
H -6.025 -1.997 4.678 0.00 0.00 0.00
H 1.931 1.121 5.587 0.02 -0.01 0.01
C 0.828 1.090 -4.424 -0.04 0.07 0.02
H 1.489 4.475 3.312 0.01 0.00 -0.02
H -1.012 -5.005 -3.857 -0.03 0.00 0.00
H 2.750 5.302 1.210 -0.01 0.00 0.02
Cs -0.624 -0.573 0.296 0.57 0.22 -0.46
H 0.869 3.540 4.683 0.01 0.03 0.01
C -3.554 1.696 4.057 0.04 -0.03 0.02
C -1.969 -7.283 -0.956 0.03 -0.03 -0.10
C -3.415 -1.963 3.833 0.01 0.01 0.00
H 5.388 0.428 3.277 0.00 -0.02 0.02
H -5.446 3.135 0.433 -0.01 0.01 0.00
H -5.467 1.594 5.127 0.00 0.00 0.00
C -2.739 0.917 5.100 -0.02 0.02 0.00
H 1.346 0.400 -5.080 -0.01 -0.01 -0.01
H 4.336 -2.519 1.966 -0.01 -0.02 -0.02
N -2.072 -5.939 -1.504 0.05 -0.02 0.09
C -3.281 -5.501 -1.901 -0.19 0.10 0.22
H -0.087 -5.618 -1.007 0.02 0.08 0.05
C 3.152 2.731 -1.790 -0.06 -0.03 0.00
H -2.035 3.217 4.370 -0.02 0.02 0.02
C -6.674 1.308 2.092 -0.02 0.00 -0.01
H -3.716 -3.015 3.892 -0.02 -0.01 0.02
H -4.228 0.347 -0.141 0.01 0.01 0.00
H 6.086 1.293 1.904 0.00 0.00 0.00
H -4.402 2.907 5.630 0.00 0.00 0.00
H -3.077 -1.663 4.824 0.01 0.00 -0.02
C -0.338 2.751 -2.727 0.02 -0.03 0.10
H -0.059 -6.418 -3.357 0.01 0.02 -0.03
H -1.043 -7.726 -1.332 0.00 -0.01 0.01
H -5.290 3.028 4.115 0.00 -0.01 0.00
H -7.324 1.869 1.406 -0.01 0.00 0.00
O -4.295 -6.202 -1.902 0.05 0.01 -0.06
Si 4.203 -0.196 1.159 -0.01 0.07 -0.01
H 3.005 -1.663 2.772 0.03 0.00 0.01
H 2.242 5.357 -0.488 0.03 0.02 0.01
Si 3.321 3.179 0.025 -0.01 -0.04 -0.11
H -3.159 3.620 3.072 0.01 -0.02 -0.01
C -3.467 -1.405 -2.900 0.00 -0.03 -0.02
H -3.879 -1.998 -4.922 0.02 0.01 0.00
C -5.253 1.284 1.527 0.02 0.06 -0.01
H -5.232 -0.578 5.350 0.00 0.00 0.00
H 5.616 -1.050 -0.659 -0.01 -0.02 -0.01
H 5.797 2.869 -0.049 -0.01 -0.02 -0.01
H 0.231 4.265 -4.147 0.01 0.00 0.01
H -2.806 -7.870 -1.329 0.00 0.00 -0.01
H -5.816 -0.356 0.171 0.02 0.01 -0.01
Si 2.561 2.216 3.449 -0.15 -0.02 0.02
H 5.350 4.576 -0.197 0.02 -0.01 -0.02
H -3.441 -0.342 -3.114 -0.05 0.00 0.00

No. 2
131
Properties=species:S:1:pos:R:3:forces:R:3 method="wB97M-V/def2-TZVPD" charge=+1 gap_ev=4.65 total_energy_ha=-5927.7719 e_homo_ev=-9.52
H 4.085 2.556 0.977 -0.05 -0.94 1.38
H -0.670 -7.322 -4.239 0.20 0.02 -0.09
H -6.415 1.741 -1.798 -0.09 -0.07 -0.04
H -3.866 -6.119 -5.665 -0.07 -0.17 0.05
H -1.474 -4.170 -3.590 0.10 -0.06 -0.04
C 4.346 -1.784 1.012 0.46 -0.95 -2.97
N -6.824 -0.129 -2.563 0.48 0.70 0.27
H -9.174 1.005 2.884 -0.18 0.00 0.09
O -4.743 0.851 -2.525 -0.12 -0.37 0.04
H -10.560 1.481 1.875 0.13 0.07 -0.01
H 6.332 8.370 -3.131 -0.04 -0.14 0.05
H 4.328 8.124 -2.256 0.09 0.00 -0.04
H -2.911 -7.610 -5.437 0.06 0.15 0.08
N 2.489 -1.345 4.083 1.58 -0.17 0.82
H 2.167 1.325 3.295 0.73 0.58 -1.35
H -3.239 0.290 1.946 -0.24 -1.83 1.02
H -5.579 -1.797 -2.567 0.01 -0.14 -0.22
H -0.314 -2.238 -0.547 -1.12 0.47 0.81
O 3.514 6.425 -1.509 0.36 -0.08 -0.08
C 5.532 -0.140 4.395 0.14 -0.86 2.50
N 4.412 0.049 3.425 0.32 -2.56 -0.79
H -6.656 2.462 1.450 0.06 0.14 0.11
C 2.412 1.890 2.333 -0.92 0.77 -0.54
H 3.941 -5.514 -1.580 -0.62 1.66 -0.07
H 1.933 -4.124 -0.119 1.97 0.33 -0.03
N -2.148 -5.887 -4.512 0.07 0.81 0.44
H -2.622 -2.813 -1.303 -0.04 0.10 1.64
N 6.709 -3.152 1.579 -1.83 1.21 -0.61
C -3.005 -0.611 4.140 -1.28 -4.26 -4.50
C -0.800 -6.361 -4.743 -0.24 -0.11 -0.07
C -9.006 2.511 0.108 0.08 0.09 0.66
H -3.888 -6.951 -4.096 -0.07 -0.06 -0.17
O 7.720 -0.033 1.674 -1.37 0.62 0.81
H -0.197 2.003 1.026 -0.18 1.29 -0.90
C -9.665 1.843 2.384 0.22 0.11 0.03
H 3.532 -4.473 0.705 -0.35 1.07 -1.49
H 4.245 -3.751 -2.184 -0.98 -1.17 0.91
Cl 1.983 -4.489 -2.668 1.20 0.00 0.55
H 5.143 4.528 -2.689 0.11 -0.14 0.14
H 5.943 0.849 4.838 -0.78 -1.64 -1.20
H 2.694 -1.419 5.101 -0.85 0.81 -1.03
H 3.375 0.139 0.468 1.61 -0.63 0.87
H 1.896 5.274 1.384 -0.25 -1.82 -0.68
H -1.607 2.971 0.341 1.89 -0.49 -0.06
H -0.067 -5.651 -4.355 -0.13 -0.05 -0.04
C -2.395 -4.701 -3.885 0.02 -0.46 -0.25
C 4.532 0.956 -1.215 -1.71 1.80 -0.26
H -2.764 0.310 4.767 -0.51 -1.62 -1.11
C -7.486 2.979 1.938 0.09 0.11 -0.29
H 6.899 6.922 -3.995 0.13 0.17 0.01
H 5.795 4.922 -1.085 -0.03 -0.11 -0.10
C 6.662 7.337 -3.012 -0.02 -0.26 0.07
O -8.273 2.998 -0.734 0.05 -0.06 0.32
H -3.024 -2.534 5.566 -0.36 0.24 -2.01
H 5.546 -2.225 -1.400 0.73 -0.35 0.49
H -3.614 -4.005 3.169 0.12 1.90 -0.64
Br 6.911 2.864 0.473 -0.30 -1.39 0.47
H -7.431 4.042 1.689 0.16 -0.07 0.08
C -3.266 -6.696 -4.957 -0.21 0.22 0.10
C 4.421 7.050 -2.030 0.29 -0.24 -0.07
H -8.814 -0.108 -3.164 -0.15 -0.01 0.14
C 4.434 -0.197 0.812 -2.01 -0.36 0.97
H -8.504 -0.832 -1.560 -0.18 0.03 -0.04
H 2.191 -1.877 0.425 1.44 -0.50 -0.98
N -8.738 2.440 1.444 -0.38 -0.08 -0.87
P 6.662 1.262 2.093 1.33 0.06 1.09
C -3.154 -2.135 4.504 -0.21 1.80 -4.43
C 0.270 4.181 0.315 0.39 0.09 -0.49
H -9.953 2.594 3.125 -0.11 -0.17 0.06
H -5.887 -1.078 -4.162 0.04 -0.21 0.06
H 5.075 -0.692 5.314 0.78 0.90 -1.44
C -8.233 -0.022 -2.242 0.10 -0.09 -0.07
O -3.497 -4.240 -3.655 0.08 -0.21 -0.04
H -4.531 -3.173 0.564 1.01 1.72 -0.03
H -9.982 2.073 -0.160 -0.03 -0.03 0.11
H 6.375 -0.841 4.027 -1.28 1.24 0.34
C 1.671 3.341 2.480 -0.36 -0.47 -0.16
H -4.229 -1.384 -0.019 0.56 -1.34 1.48
C 1.672 4.171 1.101 -0.06 1.13 0.42
H -0.191 -0.093 -2.115 0.17 0.93 1.63
H -1.309 2.165 -1.804 1.72 -0.10 0.88
H 3.089 -2.852 2.362 0.69 -0.08 -0.14
H -0.824 -1.926 1.211 -0.67 0.11 -1.71
H 6.248 -3.403 2.463 0.68 0.44 -0.39
B 5.760 -2.548 0.586 2.00 -0.87 -1.41
C -3.799 -2.275 0.582 0.46 -1.01 -0.97
C -0.182 0.395 -1.060 -0.50 -0.01 -0.89
H 3.308 -1.827 -1.079 -0.11 -0.43 1.63
H 2.100 3.936 3.379 -0.42 -0.97 -1.65
C -3.274 -0.645 2.611 0.54 0.27 1.93
N -3.536 -1.956 2.011 0.85 1.38 5.50
C 5.887 5.124 -2.155 -0.32 0.04 0.03
N 3.918 -2.236 2.371 -2.49 5.37 1.49
H 0.505 4.543 -0.764 -0.44 -0.58 1.79
H 7.555 7.317 -2.381 0.07 0.13 -0.16
H 1.876 1.380 1.436 0.85 0.61 1.48
C -0.472 2.759 0.213 -0.94 0.17 -0.61
H 4.410 2.773 2.782 -0.57 -1.01 -1.18
H 8.088 -0.350 2.543 -0.29 0.67 -1.17
H -7.414 2.851 3.019 -0.11 -0.04 -0.14
H -2.409 -0.182 -0.831 1.47 0.28 0.71
C 3.534 -4.448 -1.627 -0.34 0.29 0.60
N 5.630 6.529 -2.394 -0.63 0.52 0.16
H 1.534 -1.484 3.728 0.90 -0.46 0.17
H -2.170 -3.835 0.179 -0.66 1.69 -0.52
C 4.821 0.652 2.114 -0.96 1.25 -3.02
H 7.553 -2.581 1.713 -0.38 -0.80 -0.18
H -0.420 4.994 0.758 1.04 -1.49 -0.49
C -2.456 -2.765 -0.168 0.81 -0.18 0.29
H 0.562 3.146 2.764 1.86 0.18 -0.42
O 6.151 -2.725 -0.809 -1.68 1.19 2.68
C 3.180 -2.280 -0.032 -0.27 -0.29 0.82
C 3.067 -3.876 -0.174 -1.01 -0.49 -0.32
C -1.169 -1.836 0.105 -0.11 0.36 -0.19
C -0.320 2.016 -1.214 -0.83 -0.93 -0.17
C -1.420 -0.262 -0.262 1.15 -0.42 1.19
H 6.888 4.853 -2.495 -0.10 0.14 0.00
C -6.341 -1.338 -3.202 0.30 0.15 0.00
H 2.502 3.860 0.376 -1.10 0.25 1.11
C 3.589 -1.159 3.289 1.07 -1.33 -1.38
C -5.940 0.873 -2.282 -0.46 -0.17 -0.03
H -8.454 0.936 -1.767 0.19 -0.13 -0.21
O 5.299 0.096 -0.356 -2.87 2.28 -1.68
H -7.159 -2.042 -3.362 0.05 0.15 0.07
H -0.645 -6.486 -5.817 0.19 -0.06 0.08
H -1.454 0.273 0.768 -0.42 -0.75 -1.93
C -3.456 -2.877 3.165 0.65 2.14 2.76
N 3.777 1.725 -1.782 4.23 -4.29 2.88
C 3.967 2.051 1.996 -0.08 0.37 1.14
H 0.844 0.114 -0.601 -1.59 0.41 -0.37
H 0.528 2.420 -1.869 -1.05 -0.53 1.13